[1]
Formula: H38O19
Source: OMol25
Level of theory: wB97M-V/def2-TZVPD

```
57
Properties=species:S:1:pos:R:3:forces:R:3
O -1.5614 -4.8561 -0.3596 -3.264 0.719 1.150
H -1.6000 -3.9049 -0.1309 0.572 -1.075 -0.440
H -0.7800 -5.0271 -0.8213 1.775 -0.134 -0.831
O -2.8606 -0.7318 2.8276 -5.591 -0.499 1.558
H -2.1355 -0.2438 2.9110 4.410 4.341 1.166
H -2.4602 -1.3469 2.3141 0.983 -3.671 -2.258
O -0.4057 3.9083 0.9168 2.213 -1.241 -6.251
H -1.1548 3.4093 0.6556 -0.974 -0.806 0.381
H -0.4643 4.2070 1.7330 -0.878 1.894 5.828
O -1.6142 1.0749 -1.0845 0.814 -0.111 -2.631
H -1.9588 1.3696 -1.9766 -0.379 0.120 1.508
H -0.7851 0.7527 -1.5201 -0.332 0.120 1.265
O -2.5581 -2.2115 -1.4590 -1.790 -1.640 -0.209
H -3.4642 -1.8270 -1.5185 0.955 0.178 0.098
H -2.7910 -3.1736 -1.6548 0.890 1.473 0.301
O -2.5448 3.8915 -1.3309 2.644 3.495 -4.964
H -1.5796 3.9517 -1.2070 -0.443 0.223 -0.556
H -2.7738 3.4355 -0.6274 -2.353 -3.633 5.235
O 4.2638 0.7289 -1.6472 -1.181 2.436 -0.505
H 4.6146 0.0800 -1.1228 1.660 -2.286 2.586
H 4.2886 0.3077 -2.4773 -0.203 -0.283 -2.092
O -0.5939 2.3774 -3.7799 2.671 -2.175 -0.804
H -0.8719 3.1530 -4.1580 -2.496 3.429 -0.712
H 0.1843 2.3568 -4.4146 -0.510 -1.191 1.682
O 4.2825 3.2557 -0.4107 2.502 11.326 -12.380
H 4.3628 2.7671 0.1939 1.025 -11.152 13.541
H 3.4799 3.4152 -0.7803 -3.486 0.131 -1.028
O -0.6009 -1.7566 1.2784 -1.881 -1.777 3.390
H -0.3975 -1.2650 0.5545 1.349 2.453 -3.544
H -1.5276 -1.9682 1.0754 0.494 -0.316 -0.113
O 0.6589 -3.8166 0.2456 -2.671 -0.985 1.682
H 1.4815 -3.5980 -0.0422 4.120 1.082 -1.157
H 0.5411 -3.3493 1.0851 -0.195 -0.102 -0.289
O 1.6929 1.0404 -0.2923 -4.183 3.380 2.844
H 1.3747 1.7168 0.5170 0.491 -2.458 -3.444
H 2.5438 0.9273 0.0136 3.411 -0.816 0.529
O -1.3753 2.0650 2.8869 -0.096 -4.087 -3.444
H -0.8106 1.3177 3.1866 -0.438 0.151 -0.644
H -1.2120 2.6005 3.5685 0.466 3.994 4.045
O -4.6440 -0.5596 0.4093 -9.770 0.928 -2.785
H -4.2288 0.1785 0.5855 3.005 6.327 1.455
H -4.0508 -1.1432 0.5080 6.674 -7.279 1.204
O 2.0701 -1.3870 3.0787 4.823 -1.058 5.685
H 1.9210 -0.7086 3.7622 0.262 -0.568 -0.063
H 1.4941 -1.1605 2.4822 -5.192 1.634 -5.604
O -0.2906 0.4729 5.0143 -0.551 1.767 0.216
H -1.0154 -0.2124 5.1726 0.911 2.237 0.075
H -0.4723 1.4950 5.2288 -0.244 -4.176 -0.123
O 0.7792 -3.9620 -2.4387 0.805 2.841 -0.935
H 1.0817 -2.9969 -2.6960 -0.901 -3.082 0.906
H 0.5133 -3.8712 -1.5072 0.063 0.263 -0.464
O 2.6687 -1.7786 -1.1591 -6.360 -0.867 0.886
H 2.2195 -0.9591 -1.3838 0.764 0.262 0.100
H 3.5416 -1.7875 -1.2498 5.455 0.486 -0.853
O 1.9112 1.3851 -3.2631 -0.612 -3.313 -0.566
H 1.6145 0.3676 -3.3812 1.035 3.779 0.838
H 1.9998 1.5939 -2.3102 -0.268 -0.687 -0.463
```
Positions in Å, forces in eV/Å.

Computed properties:
- 2S+1 = 1
- highest occupied orbital energy (eV) = -10.8195
- energy above the lowest of the compared OMol25 structures with the same formula, charge and spin (kcal per mole) = 247.3
- orbital gap (eV) = 10.2


[2]
Formula: CH3F3NS
Source: OMol25
Level of theory: wB97M-V/def2-TZVPD

```
9
Properties=species:S:1:pos:R:3:forces:R:3
C -0.0725 0.9462 1.1009 1.042 -2.544 2.745
N 1.0225 -0.6018 0.4286 -2.041 1.621 -0.742
F -1.2539 -1.2717 -0.7521 1.817 0.993 -0.026
F 0.0255 0.3641 -1.8161 -0.003 -0.305 0.371
F 0.6879 -1.8455 -1.8091 0.250 0.875 0.946
S 0.2551 -0.7686 -0.8136 -1.059 -1.768 0.167
H 0.3648 1.6743 0.5092 0.663 1.448 -0.822
H -0.0183 0.9643 2.2438 0.997 -0.164 -1.780
H -1.0112 0.5387 0.9085 -1.667 -0.157 -0.860
```
Positions in Å, forces in eV/Å.

Computed properties:
- 2S+1 = 1
- highest occupied orbital energy (eV) = -18.0320
- charge = +1
- energy above the lowest of the compared OMol25 structures with the same formula, charge and spin (kcal per mole) = 47.9
- orbital gap (eV) = 11.8


[3]
Formula: CH4N2S
Source: OMol25
Level of theory: wB97M-V/def2-TZVPD

```
8
Properties=species:S:1:pos:R:3:forces:R:3
H 1.0539 0.9507 -0.6171 1.345 0.680 2.148
N 1.3096 1.2353 0.4232 -0.898 0.130 -3.159
C 0.4590 0.6091 1.0963 0.286 -0.254 1.285
N -0.3632 -0.4190 0.6920 -0.070 0.014 -1.569
S -0.5165 -0.6536 -1.0045 -1.400 0.229 0.808
H 0.3754 0.8336 2.1456 -0.003 -0.186 0.613
H -0.9522 -0.9107 1.3380 -0.125 0.048 -0.044
H -1.5923 0.2152 -1.1792 0.864 -0.662 -0.082
```
Positions in Å, forces in eV/Å.

Computed properties:
- 2S+1 = 1
- highest occupied orbital energy (eV) = -9.5824
- energy above the lowest of the compared OMol25 structures with the same formula, charge and spin (kcal per mole) = 32.3
- orbital gap (eV) = 10.2
- structure (SMILES) = [H]/N=C\NS


[4]
Formula: C11H23BFINO2
Source: OMol25
Level of theory: wB97M-V/def2-TZVPD

```
40
Properties=species:S:1:pos:R:3:forces:R:3
C 2.2744 -2.5029 0.2158 -0.040 0.683 -0.468
C 2.3321 -0.9787 0.4513 -0.032 -0.172 0.092
C 2.6784 -0.2093 -0.8159 0.377 -0.220 0.159
C 1.1377 -0.4365 1.2456 0.392 -0.530 -0.673
C -0.2056 -0.1807 0.5182 -0.874 1.362 1.232
C -0.4723 -0.9022 -0.8130 -0.221 -0.374 0.120
C -1.9411 -1.1603 -1.1987 0.107 0.316 -0.567
C -2.4349 -0.3845 -2.4306 -0.057 -0.103 0.641
F -2.5834 -1.2405 -3.5016 0.088 0.098 -0.111
C -1.2767 -0.4211 1.6359 -0.600 -0.638 -0.689
C -2.3686 0.6273 1.5938 0.723 -0.142 -0.121
N -1.5924 1.8586 1.1174 -0.044 -0.790 0.222
I -1.0070 2.9116 2.8282 0.065 0.320 -0.083
C -0.5145 1.3251 0.1950 0.484 0.684 -0.385
B 0.7448 2.2887 -0.0921 0.220 0.376 0.004
O 1.7231 2.5895 0.8215 -0.397 0.258 0.660
O 0.8514 2.7752 -1.3647 0.153 -1.276 -0.357
H 2.9279 -3.0179 0.9012 0.018 -0.289 0.287
H 2.6340 -2.6948 -0.7865 0.092 -0.337 -0.266
H 1.2684 -2.8955 0.2807 -0.133 -0.241 0.183
H 3.1901 -0.8390 1.0974 0.180 0.216 0.295
H 1.9845 -0.3564 -1.6323 -0.260 0.121 -0.137
H 2.8536 0.8399 -0.6001 -0.135 0.287 -0.027
H 3.6321 -0.5820 -1.1675 0.268 -0.071 -0.204
H 1.4703 0.4450 1.7764 -0.208 0.415 0.071
H 0.9317 -1.1672 2.0165 0.013 -0.313 0.208
H -0.0506 -0.2813 -1.5901 0.249 0.121 -0.284
H 0.0593 -1.8367 -0.8899 0.211 -0.222 0.256
H -2.0382 -2.1985 -1.4781 -0.127 -0.389 0.026
H -2.6540 -0.9997 -0.4026 0.005 -0.052 0.306
H -1.7454 0.4119 -2.7015 0.146 0.064 -0.262
H -3.4014 0.0622 -2.2141 -0.268 0.047 -0.209
H -1.6714 -1.4210 1.4833 -0.236 -0.155 0.296
H -0.8832 -0.3670 2.6404 0.615 -0.148 0.086
H -2.7263 0.7992 2.5928 -0.453 0.239 0.182
H -3.1977 0.4369 0.9337 -0.148 0.077 -0.427
H -2.1752 2.4328 0.5130 -0.135 0.422 0.502
H -1.0292 1.3758 -0.7567 -0.300 -0.241 -0.281
H 1.5667 3.4204 1.2999 0.434 -0.309 -0.209
H 1.7089 2.4738 -1.7221 -0.169 0.904 -0.068
```
Positions in Å, forces in eV/Å.

Computed properties:
- 2S+1 = 1
- highest occupied orbital energy (eV) = -13.8244
- charge = +1
- orbital gap (eV) = 8.5
- structure (SMILES) = CC(C)C[C@@]1(CCCF)CC[N@@H+](I)[C@H]1B(O)O


[5]
Formula: C2H3ClN
Source: OMol25
Level of theory: wB97M-V/def2-TZVPD

```
7
Properties=species:S:1:pos:R:3:forces:R:3
C -0.2643 -1.5932 0.0219 -0.119 -1.443 0.389
C 0.2532 0.7597 -0.4161 0.923 4.673 4.163
N -0.1386 -0.5102 -0.2441 0.392 -0.233 -0.449
Cl -0.6631 1.5454 1.4777 1.156 -0.972 -2.749
H -0.2860 -2.6117 0.3324 -0.301 -0.527 0.016
H 1.3432 1.0237 -0.0034 -2.402 -0.926 -1.538
H -0.2443 1.3862 -1.1684 0.350 -0.572 0.168
```
Positions in Å, forces in eV/Å.

Computed properties:
- 2S+1 = 1
- highest occupied orbital energy (eV) = -15.8303
- charge = +1
- energy above the lowest of the compared OMol25 structures with the same formula, charge and spin (kcal per mole) = 29.9
- orbital gap (eV) = 8.7


[6]
Formula: C15H24O3
Source: OMol25
Level of theory: wB97M-V/def2-TZVPD

```
42
Properties=species:S:1:pos:R:3:forces:R:3
C -1.8984 4.7780 -0.2867 0.796 -1.055 -2.934
C -0.7719 3.8042 0.0219 -1.123 0.200 1.481
C -0.2872 4.1083 1.4245 3.534 1.250 0.801
C -1.3668 2.3981 0.1019 -0.544 0.129 -1.335
C -0.3955 1.3179 0.4056 0.857 -1.790 -2.094
O -1.1443 0.2264 0.9206 -0.664 0.491 0.305
C 0.3101 0.8056 -0.9450 1.396 0.708 1.314
C 1.7023 0.0003 -0.7568 -0.763 1.667 0.855
C 2.8277 0.7976 -0.0019 -1.104 -2.341 0.558
C 1.5710 -1.3678 -0.1826 -0.849 -0.478 0.316
C 0.8942 -2.3513 -1.0993 0.139 -1.035 -0.350
C 1.0414 -3.8046 -0.4917 0.471 -0.336 0.569
O 2.1456 -4.3268 -0.3396 -1.143 1.217 -0.761
C -0.1376 -4.5921 -0.0262 -0.578 0.429 -0.458
C -1.3734 -4.1163 0.5782 1.382 1.462 -0.822
C -2.2045 -5.1371 0.6175 -0.933 -1.689 1.208
O -1.5550 -6.3471 0.1858 -0.154 2.187 -0.565
C -0.3186 -5.9125 -0.2914 -1.466 1.401 1.405
H -2.6403 4.5730 0.4129 -1.904 -0.455 0.812
H -1.6843 5.8108 -0.1559 0.696 0.893 -0.135
H -2.1843 4.5713 -1.3780 -0.266 0.528 1.608
H -0.0076 3.8820 -0.7132 0.882 0.029 -0.527
H -0.0575 5.2135 1.6705 -0.770 -1.623 -0.505
H 0.6941 3.6120 1.6645 -0.342 0.514 -0.709
H -0.8125 3.6325 2.2178 -1.466 0.094 0.508
H -1.7728 2.0337 -0.8763 -0.404 0.813 0.644
H -2.1658 2.4603 0.8583 0.196 -0.413 -0.314
H 0.3902 1.6087 1.0697 0.394 0.231 0.750
H -0.5160 -0.4292 1.1749 0.518 -0.819 0.352
H 0.4434 1.6558 -1.6161 0.665 0.400 0.258
H -0.3967 0.2674 -1.5487 -0.543 -0.909 0.189
H 2.0841 -0.1622 -1.7290 0.350 -0.028 -1.377
H 2.8063 1.7237 -0.4051 0.198 3.278 -1.263
H 3.8644 0.4300 -0.0883 -0.672 -0.352 -0.048
H 2.5621 0.9224 1.0413 0.128 -0.175 0.374
H 1.0134 -1.4526 0.7508 0.044 0.488 0.400
H 2.5405 -1.6792 0.0561 1.565 -0.792 0.364
H 1.4054 -2.4327 -2.0839 -0.276 0.254 0.504
H -0.1032 -1.8857 -1.2397 0.090 -1.289 -0.134
H -1.5941 -3.0820 0.8731 0.054 -0.658 -0.144
H -3.2221 -5.0557 1.1039 1.349 -1.215 -0.918
H 0.3144 -6.4987 -0.8945 0.261 -1.210 -0.185
```
Positions in Å, forces in eV/Å.

Computed properties:
- 2S+1 = 1
- highest occupied orbital energy (eV) = -9.2678
- energy above the lowest of the compared OMol25 structures with the same formula, charge and spin (kcal per mole) = 54.6
- orbital gap (eV) = 10.0
- structure (SMILES) = CC(C)C[C@@H](O)C[C@@H](C)CCC(=O)c1ccoc1